[1]
Below is a structure of composition C20H44NO14S, with properties calculated with ωB97M-V/def2-TZVPD.

Element x y z (Å)
N  0.795  -0.568  1.218
H  0.855  -0.162  0.353
H  0.697  0.103  1.925
H  1.598  -0.841  1.497
H  0.146  -1.275  1.376
S  1.745  -1.651  4.324
O  1.576  -2.595  5.376
O  2.617  -0.585  4.603
O  2.201  -2.281  3.092
O  0.424  -1.095  3.958
O  1.316  1.524  2.367
C  1.516  2.085  3.389
O  1.518  3.512  3.553
C  0.917  4.369  2.478
C  0.877  5.843  2.868
C  2.177  1.567  4.703
H  -0.264  4.113  2.361
H  1.534  4.371  1.592
H  1.727  6.343  2.954
H  0.589  6.077  3.943
H  0.211  6.218  2.085
H  1.966  2.275  5.477
H  3.217  1.475  4.314
H  1.864  0.667  5.000
O  0.287  -2.950  -0.388
C  0.739  -4.087  -0.764
O  1.999  -4.374  -0.795
C  3.009  -3.547  -0.292
C  4.344  -4.110  -0.202
C  -0.187  -5.123  -1.218
H  2.696  -3.123  0.587
H  3.183  -2.836  -1.043
H  4.627  -4.487  -1.108
H  4.334  -4.873  0.416
H  5.333  -3.406  -0.017
H  0.009  -5.320  -2.358
H  -1.215  -5.074  -1.192
H  -0.157  -6.174  -0.482
O  0.359  -0.654  -0.591
C  1.016  -0.772  -1.593
O  0.583  -1.276  -2.784
C  -0.793  -1.579  -2.870
C  -1.158  -2.542  -3.976
C  2.493  -0.473  -1.616
H  -1.327  -0.678  -2.807
H  -0.959  -2.220  -1.854
H  -0.617  -3.534  -3.868
H  -0.863  -2.130  -4.949
H  -2.208  -2.787  -4.148
H  2.826  -0.836  -2.657
H  3.016  -1.161  -1.084
H  2.632  0.648  -1.248
O  -2.141  0.531  0.765
C  -2.929  0.103  -0.050
O  -4.186  0.663  -0.381
C  -4.810  1.695  0.322
C  -6.281  1.838  0.108
C  -2.638  -1.094  -0.924
H  -4.129  2.584  0.098
H  -4.461  1.670  1.367
H  -6.899  0.886  0.406
H  -6.398  1.912  -1.092
H  -6.793  2.724  0.683
H  -3.007  -1.210  -1.871
H  -2.680  -2.150  -0.522
H  -1.622  -1.098  -1.273
O  1.695  2.422  -2.781
C  0.473  2.264  -2.955
O  -0.573  2.343  -2.118
C  -0.260  2.662  -0.816
C  -1.703  2.327  -0.061
C  -0.041  1.745  -4.248
H  -0.072  3.569  -0.710
H  0.619  2.027  -0.655
H  -2.541  2.982  -0.184
H  -1.626  2.331  1.028
H  -2.166  1.414  -0.378
H  -0.920  1.042  -4.332
H  0.844  1.249  -4.690
H  -0.576  2.557  -4.638

Properties
Gap between HOMO and LUMO   4.66 eV
Charge   -1
Total energy   -62427.43044 eV
Molecular weight   554.6 Da
Relative energy (zero: lowest compared OMol25 entry of this formula, charge and spin)   248.59 kcal/mol
Lowest unoccupied orbital energy   1.870 eV
Max |F|   13.38 eV/Å
E_HOMO   -2.79 eV

---

[2]
Below is the molecule C9H11NO2, with properties calculated with ωB97M-V/def2-TZVPD.

Element x y z (Å)
C  -1.946  1.348  -0.515
C  -0.594  1.444  -0.750
C  0.358  0.492  -0.406
C  1.857  0.742  -0.734
C  2.764  -0.149  0.095
C  0.918  -1.621  0.891
C  -0.089  -0.653  0.342
C  -1.451  -0.819  0.537
C  -2.378  0.132  0.043
H  -3.667  2.008  -0.713
H  -0.155  2.394  -1.174
H  2.013  1.796  -0.605
H  2.091  0.459  -1.760
H  2.830  0.283  1.064
H  3.781  -0.237  -0.333
H  2.194  -2.068  -0.631
H  0.527  -2.634  0.588
H  0.981  -1.534  2.007
H  -1.853  -1.706  1.027
H  -3.948  -0.522  1.248
N  2.278  -1.533  0.279
O  -2.809  2.308  -0.875
O  -3.703  0.071  0.373

Properties
Gap between HOMO and LUMO   8.40 eV
Charge   0
Total energy   -15095.59329 eV
Molecular weight   165.2 Da
Relative energy (zero: lowest compared OMol25 entry of this formula, charge and spin)   36.70 kcal/mol
Lowest unoccupied orbital energy   0.450 eV
Max |F|   4.40 eV/Å
E_HOMO   -7.95 eV

---

[3]
Below is the molecule C5H12N2O, with properties calculated with ωB97M-V/def2-TZVPD.

Element x y z (Å)
C  1.006  -0.118  -0.098
C  2.396  0.337  0.361
C  1.126  -1.036  -1.330
O  0.445  -0.841  0.991
C  0.273  1.100  -0.597
N  -0.902  1.416  -0.225
H  -0.421  -1.182  0.707
H  2.897  0.886  -0.432
H  0.136  -1.345  -1.665
H  2.301  0.977  1.236
H  2.985  -0.536  0.634
H  1.697  -1.922  -1.057
H  1.625  -0.519  -2.146
C  -1.938  0.739  0.803
N  -2.297  -0.585  0.323
H  -2.814  -0.528  -0.550
H  -2.870  -1.078  1.001
H  -2.791  1.431  0.909
H  -1.411  0.628  1.754
H  -1.444  2.172  -0.620

Properties
Gap between HOMO and LUMO   8.07 eV
Charge   0
Total energy   -10405.04787 eV
Molecular weight   116.2 Da
Relative energy (zero: lowest compared OMol25 entry of this formula, charge and spin)   77.86 kcal/mol
Lowest unoccupied orbital energy   0.641 eV
Max |F|   4.05 eV/Å
E_HOMO   -7.43 eV

---

[4]
Below is a structure of composition C40H44BClN8O8S2Tl, with properties calculated with ωB97M-V/def2-TZVPD.

Element x y z (Å)
Tl  -1.137  0.067  0.260
O  -5.110  -6.016  6.115
C  -5.596  -5.856  4.968
O  -6.770  -6.214  4.630
C  -4.746  -5.410  3.864
C  -3.414  -5.039  4.117
C  -2.537  -4.832  3.085
N  -2.969  -5.078  1.794
C  -4.229  -5.592  1.507
C  -5.156  -5.709  2.535
C  -4.300  -5.865  0.076
O  -5.140  -6.286  -0.684
O  -2.993  -5.493  -0.438
H  -3.105  -4.831  5.102
H  -1.521  -4.419  3.075
H  -6.211  -5.919  2.265
C  -1.632  2.826  3.050
N  -0.522  2.196  3.773
C  0.631  2.876  4.145
C  1.466  1.924  4.625
N  0.852  0.700  4.637
B  1.516  -0.536  5.274
N  1.582  -1.714  4.249
C  0.851  -2.879  4.307
C  1.134  -3.656  3.237
N  2.049  -3.005  2.485
C  2.523  -3.424  1.196
C  2.416  -1.787  3.149
S  3.732  -0.860  2.753
C  -0.396  0.819  4.027
S  -1.584  -0.307  3.657
H  -1.294  3.501  2.276
H  -2.240  3.406  3.761
H  -2.251  1.961  2.728
H  0.616  3.951  4.350
H  2.436  2.062  5.030
H  1.009  -0.970  6.247
H  2.594  -0.391  5.770
H  0.089  -3.069  5.096
H  0.782  -4.640  2.869
H  2.494  -4.536  1.142
H  3.565  -3.028  1.117
H  1.902  -3.030  0.368
C  -3.177  3.907  -1.471
C  -3.007  2.418  -1.525
O  -1.853  1.933  -1.670
C  -4.265  1.654  -1.300
C  -5.477  2.130  -1.789
C  -6.723  1.578  -1.448
C  -6.750  0.491  -0.538
C  -5.587  -0.116  -0.069
C  -4.306  0.386  -0.561
O  -3.255  -0.278  -0.202
H  -2.276  4.434  -1.128
H  -4.074  4.206  -0.776
H  -3.441  4.328  -2.492
H  -5.426  3.009  -2.426
H  -7.652  1.930  -1.846
H  -7.717  0.056  -0.323
H  -5.554  -0.976  0.601
O  -1.074  -4.591  0.354
C  -2.202  -4.982  0.561
C  5.116  2.275  -4.136
C  4.151  1.086  -4.093
C  4.444  0.371  -2.718
C  4.678  0.059  -5.110
C  2.651  1.436  -4.414
O  2.766  2.070  -5.772
C  2.012  2.476  -3.459
C  1.900  2.246  -1.928
C  2.613  3.280  -1.077
C  3.214  2.918  0.154
C  3.776  3.943  0.970
C  3.654  5.286  0.626
Cl  4.367  6.496  1.716
C  3.107  5.624  -0.581
C  2.578  4.663  -1.433
C  1.740  0.239  -4.701
N  1.097  -0.444  -3.540
C  -0.160  -0.330  -2.954
N  -0.469  -1.416  -2.244
C  0.608  -2.199  -2.475
N  1.570  -1.662  -3.228
H  6.153  1.910  -3.924
H  4.854  3.045  -3.461
H  5.158  2.723  -5.148
H  5.500  -0.134  -2.783
H  3.731  -0.412  -2.465
H  4.551  1.073  -1.844
H  5.764  0.241  -5.229
H  4.214  0.109  -6.090
H  4.499  -0.946  -4.756
H  1.921  2.519  -5.983
H  1.052  2.617  -3.940
H  2.581  3.390  -3.679
H  2.300  1.215  -1.758
H  0.838  2.235  -1.644
H  3.265  1.841  0.483
H  4.296  3.663  1.838
H  3.099  6.715  -0.814
H  2.086  5.007  -2.327
H  2.284  -0.534  -5.203
H  0.907  0.586  -5.374
H  -0.674  0.587  -2.922
H  0.638  -3.282  -2.119

Properties
Gap between HOMO and LUMO   3.16 eV
Charge   -1
Total energy   -110059.10111 eV
Molecular weight   1079.6 Da
Relative energy (zero: lowest compared OMol25 entry of this formula, charge and spin)   25.14 kcal/mol
Lowest unoccupied orbital energy   -1.371 eV
Max |F|   4.98 eV/Å
E_HOMO   -4.53 eV

---

[5]
Below is a cluster of 2 separate species, C7H8I2Si in total, with properties calculated with ωB97M-V/def2-TZVPD.

Element x y z (Å)
C  -1.853  0.912  -0.629
C  -0.866  1.309  -1.500
C  -1.878  -0.459  -0.309
C  0.205  0.523  -1.765
C  -0.892  -1.303  -0.717
C  0.160  -0.857  -1.444
C  1.732  -0.468  2.487
Si  0.000  -0.518  3.434
I  1.788  -2.172  -2.110
I  -1.026  1.620  2.402
H  -2.610  1.509  -0.339
H  -0.694  2.358  -1.537
H  -2.558  -0.773  0.377
H  1.177  0.928  -2.301
H  -0.910  -2.290  -0.283
H  2.506  -0.056  3.080
H  1.966  -1.509  1.937
H  1.623  0.216  1.539

Properties
Gap between HOMO and LUMO   7.51 eV
Charge   0
Total energy   -31465.80779 eV
Molecular weight   374.0 Da
Relative energy (zero: lowest compared OMol25 entry of this formula, charge and spin)   72.54 kcal/mol
Lowest unoccupied orbital energy   -1.168 eV
Max |F|   4.86 eV/Å
E_HOMO   -8.68 eV

---

[6]
Below is a structure of composition C7H16Cl2N2O2PSTm, with properties calculated with ωB97M-V/def2-TZVPD.

Element x y z (Å)
C  -0.122  -4.272  -3.568
C  0.177  -3.365  -2.429
H  -1.190  -4.462  -3.702
H  0.388  -5.232  -3.399
H  0.292  -3.861  -4.505
O  -0.583  -2.645  -1.738
Cl  1.894  -3.390  -2.059
Tm  0.093  -1.211  0.127
P  -0.093  1.445  -0.728
C  -1.322  2.761  -0.875
C  1.330  2.588  -0.694
H  0.875  0.374  -2.699
H  0.158  2.003  -3.056
H  -0.939  0.578  -2.861
C  0.009  1.036  -2.531
H  2.271  2.034  -0.753
H  1.208  3.248  -1.571
H  -0.995  3.414  -1.702
H  -1.337  3.343  0.047
H  1.282  3.183  0.225
H  -2.312  2.371  -1.094
C  -1.719  0.283  1.130
O  -2.563  0.994  1.440
Cl  2.447  -0.773  -0.261
N  -0.095  1.096  4.879
C  0.207  -0.042  4.223
N  -0.076  -1.174  4.858
S  0.883  -0.133  2.667
H  -0.350  1.088  5.872
H  0.241  1.968  4.507
H  0.295  -2.013  4.411
H  -0.353  -1.234  5.840

Properties
Gap between HOMO and LUMO (alpha / beta)   8.46 / 8.53 eV
Spin multiplicity   3
Charge   +2
Total energy   -89280.56618 eV
Molecular weight   463.1 Da
Lowest unoccupied orbital energy (alpha / beta)   -7.388 / -7.319 eV
Max |F|   3.13 eV/Å
E_HOMO (alpha / beta)   -15.85 / -15.85 eV

---

[7]
Below is a cluster of 2 separate species, C3H11N2S in total, with properties calculated with ωB97M-V/def2-TZVPD.

Element x y z (Å)
C  -2.028  0.648  -1.585
C  0.328  -0.012  -0.995
C  1.677  -0.343  1.391
N  0.931  0.258  2.329
N  -1.066  0.157  -0.558
S  1.747  -2.066  1.313
H  -1.727  1.640  -1.918
H  -2.014  -0.026  -2.440
H  -3.036  0.698  -1.176
H  0.704  0.887  -1.459
H  0.451  -0.893  -1.608
H  2.385  0.240  0.831
H  0.446  -0.319  3.001
H  1.165  1.191  2.625
H  -1.073  0.816  0.231
H  -1.398  -0.746  -0.205
H  2.508  -2.129  0.224

Properties
Gap between HOMO and LUMO (alpha / beta)   7.24 / 7.24 eV
Charge   +1
Total energy   -17095.58458 eV
Molecular weight   107.2 Da
Relative energy (zero: lowest compared OMol25 entry of this formula, charge and spin)   79.07 kcal/mol
Lowest unoccupied orbital energy (alpha / beta)   -3.709 / -3.708 eV
Max |F|   1.83 eV/Å
E_HOMO (alpha / beta)   -10.95 / -10.95 eV

---

[8]
Below is a cluster of 2 separate species, C4H10N2O in total, with properties calculated with ωB97M-V/def2-TZVPD.

Element x y z (Å)
C  0.541  -0.452  0.666
C  -0.061  0.581  -0.227
C  -1.369  1.136  0.319
N  1.281  -1.351  0.166
C  1.006  1.658  -0.413
O  -1.397  -2.441  -0.250
N  2.208  1.488  -0.707
H  -1.742  -3.086  -0.868
H  0.326  -0.342  1.734
H  -0.221  0.140  -1.216
H  -0.395  -2.374  -0.345
H  1.750  -1.953  0.839
H  2.490  0.508  -0.773
H  0.663  2.680  -0.281
H  -2.093  0.330  0.411
H  -1.218  1.587  1.299
H  -1.769  1.892  -0.354

Properties
Gap between HOMO and LUMO   10.54 eV
Charge   0
Total energy   -9336.90882 eV
Molecular weight   102.1 Da
Relative energy (zero: lowest compared OMol25 entry of this formula, charge and spin)   47.93 kcal/mol
Lowest unoccupied orbital energy   0.828 eV
Max |F|   1.94 eV/Å
E_HOMO   -9.71 eV